8
Properties=species:S:1:pos:R:3:forces:R:3:mulliken_charge:R:1 method="wB97M-V/def2-TZVPD" lumo_ev=0.93 de_lowest_kcal_mol=74.52 multiplicity=1 homo_lumo_gap_ev=9.56 total_charge=0
N 2.157 0.017 -0.107 1.141 0.391 0.001 -0.537
N 0.130 1.187 0.276 -0.601 0.513 0.456 -0.638
N 0.170 -1.082 0.246 -0.353 -0.758 0.546 -0.520
N 1.009 0.052 0.060 -1.122 0.118 -0.240 0.636
H 0.589 2.089 0.378 0.550 -0.666 -0.329 0.288
H -0.594 1.236 -0.431 0.165 -0.133 -0.100 0.234
H 0.675 -1.927 0.008 0.117 0.325 -0.247 0.301
H -0.744 -1.021 -0.180 0.104 0.209 -0.087 0.236